1.
{"formula": "C45H116N8O14", "method": "the ωB97M-V functional and the def2-TZVPD basis", "homo_ev": -8.341, "relative_energy_kj_mol": 245.1, "e_lumo_ev": 0.4, "homo_lumo_gap_ev": 8.8, "fmax_ev_per_a": 2.70, "smiles": "COC[C@H](C)N.COC[C@H](C)N.COC[C@H](C)N.COCCNCCOC.COCCNCCOC.COCCNCCOC.COCCNCCOC.COCCNCCOC.CC(C)O", "species": ["H", "H", "O", "C", "H", "C", "H", "H", "H", "H", "H", "C", "O", "H", "H", "O", "H", "C", "C", "H", "H", "C", "H", "C", "C", "H", "C", "C", "H", "H", "H", "H", "H", "H", "C", "H", "C", "H", "H", "C", "C", "H", "H", "H", "H", "C", "H", "O", "O", "C", "H", "H", "H", "H", "C", "O", "N", "H", "H", "H", "N", "H", "H", "C", "O", "H", "C", "C", "O", "H", "H", "C", "C", "H", "H", "H", "H", "H", "H", "C", "H", "C", "C", "C", "O", "C", "H", "H", "O", "H", "C", "H", "H", "C", "H", "C", "H", "H", "H", "H", "H", "C", "H", "H", "H", "O", "C", "C", "C", "C", "H", "H", "H", "C", "H", "C", "H", "H", "N", "H", "H", "H", "C", "H", "H", "C", "N", "H", "H", "N", "H", "H", "H", "C", "C", "H", "H", "H", "H", "H", "H", "N", "C", "C", "H", "H", "H", "O", "C", "H", "H", "H", "O", "C", "O", "H", "H", "H", "H", "H", "H", "H", "H", "N", "H", "H", "H", "H", "H", "H", "H", "H", "H", "H", "H", "H", "H", "H", "H", "N", "H", "H", "H"], "xyz": [[-11.68138, -0.30542, -3.16884], [2.32461, 1.54797, -0.80107], [3.49316, 1.17840, 5.35823], [0.76945, 3.71070, 4.59185], [4.91607, -5.89497, 4.41391], [-5.75977, -2.85103, -3.92300], [-3.81798, -1.62146, 4.20979], [7.90630, -2.31162, -0.65793], [2.47645, -5.45513, -2.53689], [2.70035, -2.67320, 2.58064], [0.02253, 3.94234, 5.35115], [-0.16914, 6.08808, -1.44235], [-2.42454, 4.11889, -1.43683], [1.90419, 5.66692, 1.96613], [3.27580, -6.31807, 4.04838], [1.40530, 6.05437, 4.64169], [0.41767, 2.85726, 4.01220], [0.86903, 5.01688, 3.83360], [0.56015, -0.59956, -0.67111], [1.89146, -3.73774, 5.32326], [4.13312, -2.90790, -3.98048], [-11.65759, -1.12025, -3.89244], [-0.66543, -1.63851, 4.22952], [3.88261, -5.62458, 4.63057], [-9.47502, -2.04125, -3.60786], [-12.39624, -0.91018, -4.66598], [-2.16922, 9.74357, -3.85981], [1.74731, 4.78992, 2.59410], [1.60631, -0.61964, 1.23561], [5.14243, 1.20924, 6.54423], [-2.84689, 2.23759, -0.53545], [-5.19178, -3.63404, -3.42061], [-4.87074, -2.99132, -0.45159], [-2.77678, -1.13123, 2.94855], [4.20991, 0.57050, 4.26080], [4.67284, -4.72300, 1.69581], [2.25278, -2.51321, 3.56155], [-2.63831, 8.98628, -4.48796], [1.22966, -2.23447, -3.22639], [2.18641, 3.99741, -3.33777], [7.59591, -1.28822, -0.44721], [-2.51730, 4.91563, 0.92986], [1.55837, -4.54682, 3.88599], [1.68342, 7.61043, -2.82017], [1.46720, 1.76004, 0.62521], [-3.17072, -3.86058, -1.16683], [-2.62340, -2.96143, -1.44982], [1.09702, 4.84978, -3.01506], [-1.26597, 9.19126, -2.90602], [-1.25150, -5.14075, -1.69969], [3.45362, -0.23828, -5.05393], [-0.94150, 5.85267, -2.17456], [-5.45392, -0.65391, -3.92310], [-0.06333, 5.35645, 3.38249], [2.27095, -3.83713, 4.30630], [6.20728, -3.70290, 0.67816], [2.93800, -1.03134, -0.42008], [1.06821, -5.77660, 1.52689], [0.88143, -0.28938, -1.66542], [4.79691, 2.74978, 5.85788], [-7.16311, -2.90683, -3.50329], [0.91428, -7.40165, 1.19179], [-2.98514, 3.89955, 3.01604], [3.17992, -3.10605, -3.49033], [2.04733, -6.40220, -0.26312], [-0.59704, 8.02495, -1.06276], [-2.37849, 3.19823, -0.32125], [6.13244, -1.29135, -0.10869], [2.64305, -0.68190, -3.24539], [6.00647, -4.21589, 2.71320], [-3.74748, -4.10975, -2.05753], [2.49868, -4.66400, -1.78743], [-3.25649, -2.01760, 3.36367], [-4.96152, -1.86749, 2.16590], [-4.84353, 0.50289, -1.87547], [3.72408, -5.88565, 5.67690], [-0.56814, -5.92392, -1.37142], [-3.66313, 2.52834, 2.36228], [-1.93085, 2.67210, 2.20202], [5.82477, -2.33407, 0.99652], [-4.40258, -4.45970, 0.47274], [2.80223, -5.23125, -0.40827], [5.75839, -4.63386, 1.73757], [2.15729, -1.94243, -3.71865], [-2.35195, -4.93485, -0.79849], [-4.16327, -2.60098, 2.27934], [2.51103, -4.44602, 0.28939], [0.33302, -1.66400, -0.61208], [-0.62373, 0.09365, -0.39181], [-4.97091, 3.29009, 0.53864], [-4.55008, -0.43970, -1.41339], [-9.85434, -3.02490, -3.33098], [-9.27481, -1.49884, -2.68384], [-4.05351, -3.52528, 0.03330], [-1.33928, 3.03641, -0.03496], [3.73670, -0.11957, -4.00805], [4.75688, -2.24280, 1.19496], [1.18911, 4.09092, 1.97127], [3.87850, 0.93655, -3.77871], [-5.56808, -2.96712, -4.98972], [2.16508, 3.77903, -4.40546], [-1.86813, 3.50759, -2.59538], [6.32840, -2.00734, 1.90631], [3.16254, 1.19988, 0.78553], [-2.53842, 2.72653, -2.95420], [-2.29977, -3.00992, 3.77433], [-1.18164, -0.26888, 0.85545], [-1.31181, -2.40573, 4.65575], [2.24561, 1.12596, 0.20082], [1.01961, 5.09925, -1.61128], [-3.99684, -1.63239, -3.73132], [-0.57458, -3.12358, 5.01531], [1.75890, -1.79997, -4.72319], [0.81811, 8.15081, -2.43632], [-0.57348, 5.95845, -0.43845], [1.83380, -0.35648, 0.20260], [4.62652, -0.72561, -3.83763], [3.91172, -0.68286, 2.53727], [-4.46866, 4.16624, 0.55287], [2.52479, -6.75105, 1.74832], [-0.45529, 0.04599, 1.60470], [1.21976, 9.13425, -2.19214], [-2.86136, 3.23811, 2.15856], [2.19781, 3.03224, -2.83139], [-4.41496, 4.57235, -0.37033], [1.65018, -6.60122, 1.11530], [3.00986, -1.50330, 4.24448], [7.83323, -0.73737, -1.35734], [-11.94688, -2.03828, -3.38094], [-3.42989, -2.68588, 1.02357], [0.66611, 4.23175, -1.05398], [5.08813, 0.08596, 4.68749], [1.88788, 5.54396, -1.12503], [-3.00970, 3.94796, 0.83361], [-8.06284, -2.13799, -4.30501], [-1.62594, 10.39943, -4.54011], [-0.67997, 7.46431, -3.82216], [-4.84379, -0.37599, -0.36564], [-1.91228, 4.17300, -3.45757], [-1.54174, -5.43820, -2.70735], [1.45170, -4.36259, -1.75435], [0.22863, 7.47919, -1.26402], [-5.05279, -1.56082, -3.47066], [4.31795, 1.88519, 6.31743], [3.86693, -5.41999, -0.27087], [-1.37243, -1.33941, 0.93085], [-8.18976, -2.62476, -5.27199], [-5.16659, -1.49826, -2.07583], [3.32382, -0.36301, 3.39761], [-7.11810, -2.48354, -2.58738], [6.13502, -5.65631, 1.70859], [0.84673, 6.23835, 5.40047], [-10.36319, -1.36365, -4.49535], [-0.28259, 8.43188, -3.51555], [3.64553, -4.26958, 4.22519], [2.71877, 4.39209, 2.88750], [0.20253, 8.87854, -4.38345], [3.86534, -1.96667, 4.51568], [-3.46709, -0.55166, -1.36147], [-0.58148, -4.29534, -1.85609], [3.23621, -2.72650, -1.47675], [2.40824, 0.12786, 3.06767], [5.79517, 0.65522, -0.63125], [5.78083, 0.07729, 0.19694], [4.62782, 1.32811, 3.59787], [6.52375, 0.40858, 0.79561], [-2.13132, 0.25433, 0.96700], [2.78476, -3.91611, -4.10331], [3.16897, 4.41719, -3.12223], [-7.69204, -1.12202, -4.44071], [1.69308, 3.59728, 5.15944], [3.89162, 2.22330, 7.26190], [2.93073, -0.85161, -1.41393], [-2.54542, -3.12855, 1.22817], [1.24010, -2.14932, 3.38788], [5.65553, -1.53853, -1.05715], [3.79776, -0.60569, -0.10425], [-0.85391, 3.14833, -2.42103], [-4.52809, -3.55986, 2.64752], [3.33177, -3.50583, -2.11204], [8.22329, -0.80751, 0.30340], [-2.98430, 10.27194, -3.36526], [-1.74639, -2.00070, 5.56964]]}

2.
{"formula": "C45H117N13O17", "method": "the ωB97M-V functional and the def2-TZVPD basis", "homo_ev": -8.429, "relative_energy_kj_mol": 279.5, "e_lumo_ev": 0.5, "homo_lumo_gap_ev": 8.9, "fmax_ev_per_a": 3.63, "smiles": "COCCNCCOC.COCCNCCOC.COCCNCCOC.COCCNCCOC.COCCNCCOC.COCCNCCOC.COCCNCCOC.NC(N)=O.NC(N)=O.NC(N)=O", "species": ["C", "C", "H", "H", "H", "H", "H", "N", "H", "H", "N", "C", "H", "C", "C", "H", "H", "O", "C", "N", "H", "H", "N", "H", "H", "C", "H", "H", "H", "H", "H", "N", "O", "H", "C", "C", "O", "H", "O", "H", "H", "H", "H", "H", "H", "C", "H", "C", "C", "C", "O", "C", "H", "H", "H", "H", "H", "H", "C", "H", "H", "H", "H", "C", "H", "C", "H", "H", "H", "C", "N", "H", "H", "H", "H", "H", "H", "N", "N", "H", "C", "H", "O", "C", "C", "H", "H", "H", "H", "N", "C", "H", "H", "C", "O", "H", "H", "C", "H", "H", "H", "H", "H", "H", "H", "H", "H", "C", "C", "H", "H", "H", "C", "H", "O", "H", "C", "O", "H", "O", "H", "H", "C", "H", "H", "C", "H", "H", "O", "C", "N", "H", "C", "H", "H", "H", "H", "H", "C", "H", "O", "H", "H", "C", "H", "C", "H", "H", "H", "C", "H", "N", "H", "O", "H", "H", "H", "H", "H", "H", "H", "C", "H", "C", "C", "H", "O", "C", "O", "H", "C", "H", "C", "H", "H", "C", "H", "N", "O", "H", "H", "H", "H", "N", "H", "C", "H", "C", "H", "O", "H", "H"], "xyz": [[-32.11166, 12.03051, -7.05167], [-26.74458, 7.17873, -2.77385], [-29.64046, 0.42729, -6.74251], [-36.39641, 5.60739, -3.65163], [-30.14639, 4.18563, -6.86917], [-26.93649, 3.93427, -10.41185], [-31.61627, 2.09042, -2.80544], [-28.01884, 1.79966, 1.50597], [-32.86062, 12.23018, -7.87801], [-29.89467, 5.50018, -7.98955], [-32.29065, 2.57522, -3.36286], [-28.19486, 1.47059, 0.06452], [-30.35584, 1.27662, -0.14325], [-31.24139, 2.05789, 2.61364], [-26.97530, 3.05741, -9.66291], [-31.04857, 9.62791, -5.66710], [-26.69299, 3.48860, -8.73360], [-29.64263, 2.27001, -5.87879], [-30.50098, 6.37664, -2.04224], [-33.92052, 5.34267, -11.82782], [-22.18570, 3.04781, -6.50720], [-29.28162, 4.08525, -10.19324], [-25.36989, 6.26159, -4.62777], [-32.70752, 5.56843, -7.77063], [-26.71195, 1.75325, 6.24292], [-31.75395, 3.74374, 1.06919], [-28.54325, 9.37894, -6.08912], [-25.03466, 4.10513, -6.35909], [-30.54958, 14.53168, -9.92877], [-33.40114, 3.19794, -1.71969], [-32.60561, 6.80015, -15.30756], [-33.26008, 6.03701, -7.07156], [-33.36299, 7.97243, -5.88110], [-26.32982, 0.79468, 1.46456], [-26.04259, 7.47621, -4.09892], [-29.91423, 6.57769, -0.67270], [-23.22095, 4.55764, -5.57638], [-32.40537, 3.78563, -12.08842], [-33.00851, 5.02930, -14.45030], [-31.09726, 4.95372, -13.63871], [-27.43997, 8.03465, -2.49343], [-32.14581, 7.61413, -8.75345], [-32.14349, 3.51104, -5.22996], [-34.80405, 3.03768, -10.62005], [-25.57456, 6.63045, -6.62153], [-32.55219, 5.74090, -15.62422], [-28.85089, 6.80602, -0.87769], [-29.78930, 7.14549, -10.10818], [-28.89639, 1.20589, -6.38291], [-26.64187, 1.66918, 1.93010], [-33.45094, 3.22058, -9.16698], [-28.61281, 5.45178, -6.46638], [-27.33147, 6.25735, -2.82833], [-23.76733, 0.78029, -10.60511], [-21.60348, 1.11573, -9.05601], [-30.37449, 7.47184, -0.21045], [-33.52994, 4.90540, -4.29411], [-31.61765, 1.46070, -5.90540], [-26.48437, 1.48405, 3.40331], [-28.86516, 3.15071, -11.58772], [-35.37855, 3.75268, -9.16470], [-30.87330, 1.40891, 1.80535], [-31.65027, 5.72616, 1.67176], [-23.61906, 1.44751, -9.75937], [-26.67139, 7.79162, -0.07020], [-30.54718, 10.34072, -6.31302], [-23.96035, 0.84577, -8.93463], [-34.48543, 2.70929, -7.54527], [-28.24831, 1.63892, -7.22445], [-31.35554, 13.39103, -6.94196], [-32.68189, 8.08318, -8.04493], [-28.89958, 4.04520, -5.15391], [-32.38201, 9.00320, -7.81307], [-28.66219, 12.04484, -7.08984], [-32.59379, 11.90159, -6.06880], [-29.68731, 2.94150, -0.37701], [-30.83279, 8.01911, -11.58990], [-29.93225, 7.91319, -11.25968], [-31.32704, 10.91587, -7.38408], [-27.33843, 4.85484, -5.06328], [-26.23248, 6.80548, -0.48632], [-30.23412, 11.15969, -5.68270], [-29.59614, 1.62512, -1.97378], [-30.59914, 7.10545, -4.25023], [-20.72196, 3.13907, -10.99209], [-32.11150, 13.56884, -9.70182], [-20.20516, 3.42307, -10.05382], [-28.38244, 2.70518, 1.75998], [-30.71901, 3.82229, -4.15988], [-28.54544, 7.07828, -9.60255], [-29.53601, 1.88961, -0.60631], [-26.20358, 1.45825, -10.93412], [-30.60160, 6.05582, -4.53265], [-31.49023, 3.04622, -4.47699], [-27.87510, 6.34977, -6.90067], [-27.38107, 1.99141, -0.54649], [-35.14545, 5.85903, -10.25807], [-35.54448, 6.16596, -3.29359], [-30.56943, 1.07931, -4.50251], [-22.22100, 2.82466, -8.98240], [-34.89719, 6.72942, -4.05015], [-31.64940, 6.43187, -1.96504], [-30.10775, 2.64254, -10.41074], [-21.15817, 4.05990, -11.46483], [-33.09239, 1.64279, -7.88649], [-28.35861, 6.93595, -8.64849], [-31.67352, 7.34977, -4.24836], [-24.78013, 6.31253, -5.95273], [-31.34910, 14.25893, -9.19748], [-23.96491, 4.96023, -7.58266], [-30.33882, 5.34851, -2.45162], [-32.20028, 5.44114, -0.10020], [-26.60558, 2.64397, 5.55819], [-29.56233, 8.54412, -7.19601], [-28.74139, 10.17676, -7.97140], [-23.70691, 2.57938, -5.63470], [-32.93243, 3.63527, -2.61881], [-25.68412, 6.97614, -1.75896], [-29.14815, 8.48357, -11.46303], [-30.06185, 7.28348, -2.97299], [-27.60699, 1.99537, -2.50019], [-30.04368, 7.72379, -4.89381], [-22.21466, 1.89463, -9.54749], [-27.92378, 0.40452, -0.07055], [-31.86187, 15.17906, -8.93527], [-33.06692, 7.41638, -6.93097], [-27.26118, 11.15223, -6.64688], [-26.23945, 1.21260, -9.26271], [-34.62876, 5.27386, -2.57109], [-34.30832, 5.21596, -10.43643], [-24.59860, 2.49602, -9.84501], [-30.76684, 11.13850, -8.15792], [-27.99220, 11.31825, -7.49342], [-30.56335, 13.33814, -6.14122], [-33.48313, 5.67464, -9.88532], [-26.01643, 2.54348, 1.53517], [-24.74463, 5.89349, -3.92563], [-31.61654, 5.32916, -15.99481], [-29.35582, 9.52436, -6.81793], [-29.40183, 5.41610, 0.89056], [-30.64890, 13.65057, -8.16222], [-28.18410, 0.68651, -5.67539], [-28.63286, 2.30601, -3.77163], [-33.90356, 2.20024, -8.33904], [-24.34281, 3.06091, -10.64161], [-32.09594, 5.35111, -13.42456], [-22.39035, 3.06968, -4.63462], [-19.92059, 2.69214, -11.55419], [-27.04664, 6.05799, -0.45827], [-28.58932, 2.44489, -2.66870], [-32.20173, 4.34255, -2.12210], [-28.31776, 4.86349, -5.29308], [-32.84483, 3.64767, 1.26850], [-21.70198, 2.09394, -10.88637], [-30.66047, 1.95522, 3.50301], [-25.42013, 6.48432, 0.14870], [-34.62291, 4.96243, -12.48571], [-34.63627, 1.55260, -8.82222], [-31.86086, 5.39722, -11.49638], [-23.92209, 7.04057, -5.99473], [-28.76667, 3.48115, -2.34734], [-22.78882, 3.21543, -5.59919], [-32.07721, 14.16637, -6.52702], [-31.45235, 5.20129, 0.69880], [-29.12715, 3.11228, -10.47955], [-33.53062, 5.58596, -6.16688], [-27.06136, 2.49919, 4.25755], [-24.27654, 4.93955, -6.46745], [-30.76729, 6.50164, -9.63180], [-33.27182, 5.58131, -16.44957], [-30.84707, 1.89618, -5.22662], [-31.94021, 6.44428, -13.31608], [-32.56648, 4.85305, -12.12140], [-35.83601, 6.86341, -2.58670], [-27.28775, 3.32399, 5.98727], [-34.04103, 4.36170, -3.44394], [-27.79473, 7.68679, -9.98890], [-30.10559, 5.39544, 0.14399], [-28.20011, 2.43518, -9.66526], [-25.33029, 1.47507, 3.57026], [-26.75091, 7.76301, -4.87921], [-25.60744, 3.03807, 5.56938], [-32.29239, 1.86578, 2.80825], [-29.70306, 5.09866, -7.08509], [-25.34500, 8.30020, -3.81702], [-25.94375, 1.98886, -9.96888], [-26.85735, 0.44824, 3.76203], [-34.55477, 3.79417, -9.86571], [-27.51838, 11.79127, -8.35813], [-30.99704, 3.39353, 2.20064], [-34.79561, 3.74512, -3.92836], [-31.54236, 2.97073, 0.20674]]}